1.
{
  "formula": "C18H39N3OP",
  "method": "ωB97M-V with the def2-TZVPD basis set",
  "species": ["C", "C", "C", "P", "N", "C", "C", "C", "C", "C", "N", "O", "C", "C", "C", "C", "H", "H", "H", "H", "H", "H", "H", "H", "H", "H", "H", "H", "H", "H", "H", "H", "H", "H", "H", "H", "H", "H", "H", "H", "C", "C", "N", "C", "C", "C", "C", "H", "H", "H", "H", "H", "H", "H", "H", "H", "H", "H", "H", "H", "H", "H"],
  "xyz": [[-4.57101, -3.58744, 2.84806], [-3.72253, -2.99574, 2.22378], [-2.72235, -2.26663, 1.41014], [-2.18398, -0.50890, 2.13459], [-3.63903, -0.47929, 3.18763], [-0.68123, -0.53087, 0.88191], [-0.70446, -1.14192, -0.35088], [-1.64727, 1.25920, 2.73559], [-2.59582, 2.39275, 2.40970], [-1.98651, 3.80701, 2.54927], [-3.81463, 2.29428, 2.08512], [-1.35069, -1.33832, 3.40757], [-0.02014, -1.08886, 3.68351], [0.86320, -2.32178, 3.29785], [2.08653, -2.36117, 4.24754], [2.95480, -1.09278, 4.12408], [-5.25564, -3.78848, 3.63389], [-1.85445, -2.93622, 1.41811], [-3.17725, -2.17447, 0.41828], [-2.89992, 0.13408, 1.07063], [-3.46759, 0.20182, 3.91939], [-4.44124, -0.16071, 2.65794], [0.25004, 0.01566, 1.12259], [-0.75279, -0.60813, -1.30474], [-0.62539, -2.23159, -0.36147], [-0.68408, 1.53646, 2.28695], [-1.52333, 1.24962, 3.83037], [-1.91528, 3.98201, 3.63530], [-2.65380, 4.58284, 2.16573], [-0.96378, 3.86900, 2.16897], [-4.22826, 3.20931, 1.91686], [0.09711, -1.02431, 4.78571], [0.48577, -0.20145, 3.28249], [1.24346, -2.22054, 2.27255], [0.29594, -3.24949, 3.40207], [1.68561, -2.38418, 5.27090], [2.68894, -3.26174, 4.08621], [3.18776, -0.92187, 3.06753], [2.47800, -0.21466, 4.56574], [3.89037, -1.23648, 4.68023], [1.88347, 1.02190, -2.28268], [1.43685, 0.33461, -3.56342], [1.23642, 1.25023, -4.67511], [0.54394, 0.64673, -5.79964], [1.24026, -0.49912, -6.54365], [2.36744, 2.09386, -5.01354], [3.69165, 1.41057, -5.37801], [1.19058, 1.81714, -2.00340], [1.90775, 0.29825, -1.46692], [2.88517, 1.44830, -2.37432], [0.48813, -0.16355, -3.35051], [2.15913, -0.45971, -3.80785], [0.28750, 1.42954, -6.52032], [-0.41828, 0.27385, -5.43461], [2.05183, -0.13911, -7.17587], [0.52416, -0.99786, -7.20151], [1.63608, -1.25380, -5.86345], [2.55512, 2.76334, -4.16950], [2.07816, 2.76343, -5.82887], [3.94420, 0.60189, -4.69092], [4.50412, 2.14036, -5.33140], [3.68122, 1.01313, -6.39219]],
  "e_homo_ev": -3.38,
  "charge": -1,
  "e_lumo_ev": 2.67
}

=====

2.
{
  "formula": "C18H40BBr2ClN5O8S",
  "method": "ωB97M-V with the def2-TZVPD basis set",
  "species": ["N", "C", "Br", "C", "O", "B", "Br", "C", "C", "C", "C", "S", "O", "O", "Cl", "O", "H", "H", "H", "H", "H", "H", "H", "H", "H", "H", "H", "H", "C", "O", "N", "C", "C", "H", "H", "H", "H", "H", "H", "H", "C", "O", "N", "C", "C", "H", "H", "H", "H", "H", "H", "H", "C", "O", "N", "C", "C", "H", "H", "H", "H", "H", "H", "H", "C", "O", "N", "C", "C", "H", "H", "H", "H", "H", "H", "H"],
  "xyz": [[-3.21993, -2.32747, -2.41788], [-2.32111, -2.46467, -1.19181], [-3.57126, -2.75692, 0.34613], [-1.32168, -3.70623, -1.66300], [0.01090, -3.04533, -1.80711], [-0.07712, -1.81208, -0.94771], [0.09530, -2.20987, 1.01040], [0.93677, -0.73929, -1.67251], [2.09801, -0.11957, -0.65514], [1.39598, 1.04046, 0.27461], [2.39185, 1.70937, 1.40107], [2.79441, 0.60015, 2.85563], [4.27188, 0.95962, 3.27937], [2.80292, -0.91581, 2.54633], [1.50323, 0.90197, 4.47351], [-1.47280, -1.25103, -1.01714], [-3.81475, -1.46732, -2.37257], [-3.86030, -3.15500, -2.44542], [-1.63328, -4.25892, -2.67150], [-1.46603, -4.49392, -0.80962], [1.44973, -1.21905, -2.62844], [0.28724, 0.20408, -2.00150], [2.61680, -0.98166, -0.05592], [2.93801, 0.37270, -1.32661], [0.35134, 0.70642, 0.74604], [1.11076, 1.92735, -0.47163], [3.38620, 2.13072, 0.95022], [1.79347, 2.64005, 1.84874], [1.85974, 4.09568, 4.01652], [1.40728, 3.76396, 2.92841], [1.41065, 5.15129, 4.78118], [2.00166, 5.47881, 6.06173], [0.31350, 5.95915, 4.29028], [2.69587, 3.54944, 4.48318], [1.23018, 5.41327, 6.83424], [2.39418, 6.49883, 6.01933], [2.81531, 4.79111, 6.30774], [-0.56096, 5.31882, 4.14028], [0.59720, 6.39893, 3.32944], [0.07030, 6.75350, 5.00113], [5.10461, 3.48854, 7.48093], [4.03616, 4.00652, 7.18282], [5.93040, 3.89306, 8.50814], [7.18203, 3.22476, 8.79656], [5.53560, 5.02143, 9.32561], [5.50008, 2.62308, 6.92432], [7.14939, 2.83930, 9.81959], [7.99827, 3.94653, 8.70117], [7.35412, 2.39499, 8.10564], [4.57419, 4.79952, 9.79852], [5.41880, 5.90120, 8.68570], [6.28619, 5.22280, 10.09470], [-3.89712, -5.46269, -4.56664], [-3.46216, -5.87607, -3.49956], [-5.23099, -5.34152, -4.89346], [-5.66434, -4.84204, -6.18153], [-6.23178, -5.72514, -3.91950], [-3.22296, -5.14363, -5.37842], [-6.27149, -3.94554, -6.02698], [-6.26397, -5.61186, -6.67562], [-4.80918, -4.59158, -6.81514], [-6.09984, -5.12138, -3.01658], [-6.09234, -6.77934, -3.66196], [-7.23808, -5.57398, -4.31942], [-3.67597, -2.35731, -9.15762], [-4.74441, -1.83933, -9.45573], [-2.85017, -1.95279, -8.13041], [-1.59855, -2.62109, -7.84199], [-3.24497, -0.82442, -7.31294], [-3.28049, -3.22277, -9.71423], [-1.63118, -3.00655, -6.81896], [-0.78231, -1.89932, -7.93738], [-1.42645, -3.45086, -8.53291], [-4.20638, -1.04633, -6.84003], [-3.36178, 0.05535, -7.95285], [-2.49438, -0.62305, -6.54385]],
  "e_homo_ev": -5.02,
  "e_above_lowest_kcal_mol": 132.45,
  "charge": -1,
  "e_lumo_ev": 1.78
}

=====

3.
{
  "formula": "C18H40CoN4O3S4",
  "method": "ωB97M-V with the def2-TZVPD basis set",
  "species": ["Co", "N", "C", "C", "C", "C", "N", "C", "N", "N", "C", "O", "O", "H", "H", "H", "H", "H", "H", "H", "H", "H", "H", "H", "H", "H", "H", "C", "C", "S", "C", "C", "S", "C", "C", "S", "H", "H", "H", "H", "H", "H", "H", "H", "H", "H", "H", "H", "C", "C", "C", "S", "O", "C", "C", "C", "H", "H", "H", "H", "H", "H", "H", "H", "H", "H", "H", "H", "H", "H"],
  "xyz": [[0.12306, 0.80798, 0.58645], [-0.85348, -0.70961, -0.35654], [-1.41103, -1.65762, 0.65977], [-2.65104, -2.39969, 0.16569], [-2.38101, -3.59379, -0.78718], [-2.72320, -4.96103, -0.19482], [-1.84813, -5.40718, 0.89795], [-0.78778, -6.21430, 0.76459], [-0.19913, -6.70856, 1.85215], [-0.26752, -6.47797, -0.43011], [-1.69658, -0.80021, 1.95275], [-2.54765, -1.08908, 2.75034], [-0.78218, 0.12443, 2.10249], [-1.61280, -0.38622, -0.94986], [-0.16074, -1.11664, -0.98900], [-0.61532, -2.35845, 0.93264], [-3.28766, -1.67361, -0.34871], [-3.21959, -2.71370, 1.03959], [-1.34564, -3.58038, -1.14275], [-3.00636, -3.50085, -1.67556], [-2.73350, -5.71367, -0.98188], [-3.73756, -4.94150, 0.20345], [-2.23989, -5.35411, 1.82583], [-0.60214, -6.58557, 2.76594], [0.55654, -7.37191, 1.77923], [-0.72683, -6.19700, -1.27786], [0.50156, -7.12315, -0.52388], [-0.26654, 2.83793, 4.08012], [1.08814, 2.31272, 3.55572], [1.44298, 2.27734, 1.76455], [0.91978, 3.89762, 1.13470], [-0.57730, 4.10923, 0.91403], [-1.40088, 2.65030, 0.21988], [-2.85170, 2.33397, 1.30084], [-2.82269, 2.62666, 2.81031], [-1.70211, 1.72473, 3.91311], [-0.50588, 3.82734, 3.70396], [-0.16212, 2.93551, 5.16246], [1.25648, 1.28551, 3.88813], [1.88535, 2.92271, 3.97937], [1.46504, 3.99827, 0.19386], [1.31784, 4.65921, 1.80772], [-0.72512, 4.93206, 0.21423], [-1.08961, 4.37806, 1.83098], [-3.09714, 1.28522, 1.12951], [-3.67024, 2.92603, 0.89212], [-3.80893, 2.35528, 3.19183], [-2.69796, 3.68862, 3.02165], [4.57371, 0.06230, -2.68666], [4.31208, 1.32280, -1.86803], [3.28183, 1.17851, -0.75457], [1.55285, 0.90770, -1.21158], [1.39101, -0.38610, -1.91692], [1.18875, 2.25207, -2.36357], [1.36012, 1.85282, -3.83003], [0.95283, 3.02480, -4.72219], [5.34844, 0.25117, -3.42664], [3.68066, -0.27845, -3.20448], [4.92199, -0.74733, -2.04388], [4.04735, 2.16300, -2.51145], [5.23607, 1.61802, -1.36524], [3.26296, 2.07519, -0.13158], [3.50178, 0.32281, -0.10912], [1.82342, 3.09693, -2.06703], [0.14436, 2.52189, -2.17853], [0.73948, 0.98258, -4.03440], [2.38543, 1.56326, -4.03622], [-0.09066, 3.30085, -4.56362], [1.07089, 2.75132, -5.76845], [1.57286, 3.90294, -4.53560]],
  "e_homo_ev": [-15.49, -15.46],
  "e_above_lowest_kcal_mol": 46.76,
  "charge": 3,
  "e_lumo_ev": [-11.20, -11.12]
}

=====

4.
{
  "formula": "C18H40N3O8",
  "method": "ωB97M-V with the def2-TZVPD basis set",
  "species": ["C", "C", "O", "O", "C", "C", "C", "N", "C", "N", "N", "H", "H", "H", "H", "H", "H", "H", "H", "H", "H", "H", "H", "C", "O", "C", "C", "O", "C", "C", "O", "C", "H", "H", "H", "H", "H", "H", "H", "H", "H", "H", "H", "H", "H", "H", "C", "O", "C", "C", "O", "C", "C", "O", "C", "H", "H", "H", "H", "H", "H", "H", "H", "H", "H", "H", "H", "H", "H"],
  "xyz": [[-4.24631, -4.19684, -7.55109], [-3.78778, -4.73290, -6.22399], [-4.31031, -4.40257, -5.17900], [-2.76112, -5.64665, -6.21133], [-1.50590, -5.17686, -6.66888], [-1.16674, -3.76590, -6.27626], [0.16774, -3.34208, -6.93585], [0.43050, -2.08399, -6.19853], [-0.06233, -2.31364, -4.96168], [0.09727, -1.46049, -3.96380], [-0.70628, -3.49258, -4.89269], [-3.72510, -4.62081, -8.39695], [-4.07389, -3.12733, -7.53519], [-5.31395, -4.33915, -7.61617], [-0.77238, -5.82197, -6.20046], [-1.38394, -5.30475, -7.74015], [-1.85202, -2.98331, -6.58954], [0.93864, -4.03756, -6.63401], [0.07507, -3.26912, -8.00578], [0.08008, -1.24299, -6.63262], [-0.65434, -1.27565, -3.32432], [0.99577, -1.02529, -3.86129], [-1.37162, -3.55264, -4.12670], [3.48533, -0.34256, 2.19016], [2.13570, -0.71964, 2.37874], [1.17630, 0.13165, 1.78358], [0.10196, -0.62889, 1.03492], [0.52674, -1.33617, -0.12797], [1.38151, -2.46498, 0.02328], [0.78481, -3.67233, 0.72056], [0.52061, -3.43874, 2.08654], [-0.75694, -3.84863, 2.53397], [3.82994, 0.28710, 3.01546], [4.08932, -1.25045, 2.17624], [3.63512, 0.18736, 1.24480], [1.64955, 0.85024, 1.10554], [0.68644, 0.69696, 2.58598], [-0.60271, 0.11849, 0.66155], [-0.46437, -1.27722, 1.70252], [2.33271, -2.17802, 0.47114], [1.60847, -2.77945, -1.00144], [1.51339, -4.48979, 0.65117], [-0.12795, -3.97669, 0.19584], [-1.52712, -3.67862, 1.77484], [-1.00412, -3.25563, 3.41362], [-0.74997, -4.90608, 2.81382], [-2.31302, 6.39240, 5.26257], [-1.07652, 6.43909, 4.58130], [-0.08198, 7.24980, 5.18223], [1.26883, 6.56823, 5.25490], [1.35456, 5.44428, 6.11437], [0.68959, 4.24066, 5.77989], [1.24982, 3.47649, 4.59781], [1.06447, 4.15178, 3.36358], [2.21170, 4.22575, 2.54746], [-2.99509, 7.15867, 4.88099], [-2.75979, 5.41376, 5.08184], [-2.19245, 6.52113, 6.34138], [-0.38302, 7.56063, 6.18747], [0.03578, 8.15237, 4.56915], [1.95714, 7.29720, 5.68964], [1.65095, 6.33882, 4.25885], [-0.38596, 4.39361, 5.67797], [0.83015, 3.59884, 6.65351], [0.72241, 2.51575, 4.54024], [2.31189, 3.27772, 4.77287], [3.12586, 4.35414, 3.13452], [2.10087, 5.09022, 1.89262], [2.29802, 3.32588, 1.92621]],
  "e_homo_ev": -10.28,
  "e_above_lowest_kcal_mol": 0.00,
  "charge": 1,
  "e_lumo_ev": -3.49
}

=====

What are the total energy values for these records? In order: -35098.9196; -207264.2649; -112360.9495; -40154.6226 eV.
What are the max |F| values for these records? In order: 2.27; 8.55; 2.35; 2.03 eV/Å.